(1)
Molecular formula: C3H10N2
Method: DFT, wB97M-V/def2-TZVPD

The energy above the lowest of the compared OMol25 structures with the same formula, charge and spin is 59.8 kcal per mole. The orbital gap is 9.42 eV. The SMILES is C=NC.CN. The electronic energy is -229.713962 hartree. The HOMO energy comes out at -8.6 eV.

Geometry (Å):
C (-0.945, -1.023, -0.314)
N (-0.875, 0.187, -0.800)
C (-1.523, 1.237, -0.037)
H (-0.767, -1.842, -1.005)
H (-1.623, -1.271, 0.508)
H (-2.502, 1.450, -0.472)
H (-0.916, 2.140, -0.105)
H (-1.647, 1.014, 1.030)
C (1.659, -0.538, 0.643)
N (1.713, 0.460, -0.338)
H (0.634, -1.202, 0.412)
H (1.366, -0.133, 1.615)
H (2.558, -1.148, 0.737)
H (2.240, 0.118, -1.140)
H (0.626, 0.551, -0.734)


(2)
Molecular formula: C3H10N2
Method: DFT, wB97M-V/def2-TZVPD

The energy above the lowest of the compared OMol25 structures with the same formula, charge and spin is 13.7 kcal per mole. The orbital gap is 10.54 eV. The SMILES is [H]/N=C\N.CC. The electronic energy is -229.787451 hartree. The HOMO energy comes out at -9.6 eV.

Geometry (Å):
H (2.154, -0.499, -2.264)
N (2.986, -0.163, -1.784)
C (3.103, 1.096, -1.736)
N (2.156, 2.025, -2.161)
H (3.926, 1.475, -1.134)
H (2.498, 2.800, -2.699)
H (1.334, 1.633, -2.593)
C (-2.162, -1.295, 1.061)
C (-2.392, -0.795, 2.485)
H (-3.111, -1.516, 0.578)
H (-1.534, -2.172, 1.146)
H (-1.654, -0.590, 0.408)
H (-2.469, -1.611, 3.204)
H (-1.547, -0.178, 2.799)
H (-3.290, -0.210, 2.687)


(3)
Molecular formula: C3H10N2
Method: DFT, wB97M-V/def2-TZVPD

The energy above the lowest of the compared OMol25 structures with the same formula, charge and spin is 11.0 kcal per mole. The orbital gap is 9.84 eV. The SMILES is CN(C)CN. The electronic energy is -229.791690 hartree. The HOMO energy comes out at -8.7 eV.

Geometry (Å):
C (0.921, -0.769, -0.766)
N (0.226, 0.350, -0.162)
C (-0.445, 1.147, -1.167)
C (-0.683, -0.079, 0.900)
N (-0.019, -0.448, 2.123)
H (1.463, -1.321, 0.001)
H (0.236, -1.462, -1.280)
H (1.644, -0.391, -1.488)
H (-1.229, 0.587, -1.701)
H (0.290, 1.492, -1.893)
H (-0.898, 2.016, -0.692)
H (-1.343, 0.763, 1.130)
H (-1.307, -0.932, 0.580)
H (0.568, -1.263, 1.985)
H (0.576, 0.313, 2.429)


(4)
Molecular formula: C3H10N2
Method: DFT, wB97M-V/def2-TZVPD

The energy above the lowest of the compared OMol25 structures with the same formula, charge and spin is 2.2 kcal per mole. The orbital gap (spin up / spin down) is 11.77 / 6.76 eV. The charge is +1. The electronic energy is -229.489779 hartree. Its multiplicity is 2. The HOMO energy (spin up / spin down) comes out at -14.7 / -14.5 eV.

Geometry (Å):
C (-1.451, 1.211, -0.040)
C (-1.256, -0.208, 0.493)
N (0.087, -0.699, 0.442)
C (1.026, -0.489, -0.593)
N (2.309, -0.603, -0.030)
H (-0.995, 1.967, 0.595)
H (-2.507, 1.455, 0.078)
H (-1.236, 1.290, -1.096)
H (-1.548, -0.323, 1.540)
H (-1.990, -0.806, -0.077)
H (0.257, -1.511, 1.036)
H (0.857, 0.507, -1.035)
H (0.815, -1.188, -1.411)
H (3.155, -0.738, -0.558)
H (2.478, 0.133, 0.655)